No. 1
{
  "formula": "C19H13ClN5O8ReS",
  "method": "ωB97M-V with the def2-TZVPD basis set",
  "multiplicity": 2,
  "mol_weight_g_mol": 693.07,
  "gap_ev": [6.74, 6.60],
  "total_charge": 1,
  "e_tot_ha": -2543.83340,
  "e_lumo_ev": [-4.52, -4.77],
  "e_above_lowest_kj_mol": 49.9,
  "elements": ["Re", "O", "C", "C", "C", "C", "C", "C", "N", "H", "H", "H", "H", "H", "H", "H", "O", "C", "O", "C", "C", "C", "C", "C", "C", "O", "N", "O", "O", "N", "O", "O", "H", "H", "Cl", "C", "C", "C", "C", "N", "C", "H", "H", "H", "H", "S", "C", "N"],
  "xyz": [[0.10541, 0.08737, 0.20860], [-0.47721, 0.27177, 2.23824], [0.08798, 1.40626, 2.94671], [0.51714, 2.44743, 1.95151], [0.81827, 3.73281, 2.35276], [1.27668, 4.63744, 1.40771], [1.41820, 4.23076, 0.08946], [1.08278, 2.93775, -0.24880], [0.63822, 2.06600, 0.67109], [-0.22387, -0.56842, 2.66131], [0.94790, 1.06829, 3.52713], [-0.66990, 1.80262, 3.61987], [0.69986, 4.01884, 3.38911], [1.52119, 5.64964, 1.69972], [1.77832, 4.90359, -0.67474], [1.16713, 2.55778, -1.25565], [3.86190, -0.24252, -1.26718], [2.82269, -0.66935, -0.86180], [1.73822, 0.15380, -0.79789], [2.64553, -2.08398, -0.42692], [3.52835, -3.02901, -0.92564], [3.40118, -4.34522, -0.53262], [2.42042, -4.75101, 0.34903], [1.53957, -3.80646, 0.83534], [1.64416, -2.45312, 0.48197], [0.85047, -1.54175, 1.03622], [0.47447, -4.28243, 1.73136], [0.70624, -5.26720, 2.39061], [-0.58495, -3.67624, 1.73302], [4.33491, -5.35346, -1.06947], [4.20417, -6.49047, -0.67308], [5.18175, -4.96147, -1.84055], [4.30933, -2.73266, -1.61199], [2.33691, -5.78649, 0.64616], [-2.65658, -3.84950, -2.57204], [-2.66979, -2.90267, -1.14180], [-3.59947, -3.12374, -0.13931], [-3.55702, -2.31910, 0.98445], [-2.58344, -1.34723, 1.08816], [-1.68381, -1.14214, 0.11777], [-1.73830, -1.89379, -0.99168], [-4.34079, -3.90366, -0.24710], [-4.26830, -2.44826, 1.78694], [-2.52907, -0.70725, 1.95370], [-1.02680, -1.68000, -1.77909], [-2.65150, 1.68524, -3.23656], [-1.67473, 1.30854, -2.06306], [-0.93461, 1.02368, -1.17363]],
  "forces_ev_per_angstrom": [[-0.4, -0.1, -0.1], [0.0, 0.1, 0.0], [0.0, 0.0, 0.0], [0.0, 0.0, 0.0], [0.0, 0.0, 0.0], [0.0, 0.0, 0.0], [0.0, 0.0, 0.0], [0.0, 0.0, 0.0], [0.1, 0.1, -0.1], [0.0, 0.0, 0.0], [0.0, 0.0, 0.0], [0.0, 0.0, 0.0], [0.0, 0.0, 0.0], [0.0, 0.0, 0.0], [0.0, 0.0, 0.0], [0.0, 0.0, 0.0], [0.0, 0.0, -0.1], [0.1, -0.1, 0.1], [0.1, -0.1, 0.0], [-0.1, 0.1, 0.0], [0.0, -0.1, 0.0], [-0.1, 0.0, 0.0], [0.0, 0.0, 0.0], [0.0, -0.1, 0.0], [0.0, 0.2, 0.0], [0.2, -0.2, 0.1], [0.0, 0.0, 0.0], [0.0, 0.0, 0.0], [0.0, 0.0, 0.0], [0.2, 0.1, 0.2], [-0.1, 0.0, -0.1], [-0.1, 0.0, -0.1], [0.0, 0.0, 0.0], [0.0, 0.0, 0.0], [0.0, 0.0, 0.0], [0.0, 0.0, 0.0], [0.0, 0.0, 0.0], [0.0, 0.0, 0.0], [0.0, 0.0, 0.0], [0.1, -0.1, -0.1], [0.0, 0.0, 0.0], [0.0, 0.0, 0.0], [0.0, 0.0, 0.0], [0.0, 0.0, 0.0], [0.0, 0.0, 0.0], [0.0, 0.0, 0.0], [-0.1, -0.1, 0.1], [0.0, 0.2, 0.0]]
}

---

No. 2
{
  "formula": "C19H13CuF6O",
  "method": "ωB97M-V with the def2-TZVPD basis set",
  "mol_weight_g_mol": 434.85,
  "gap_ev": 4.20,
  "total_charge": -2,
  "e_tot_ha": -3046.73773,
  "e_lumo_ev": 4.98,
  "e_above_lowest_kj_mol": 15.1,
  "elements": ["Cu", "C", "C", "O", "C", "F", "F", "F", "C", "F", "F", "F", "H", "H", "H", "C", "C", "C", "C", "C", "C", "C", "C", "C", "C", "C", "C", "C", "C", "C", "H", "H", "H", "H", "H", "H", "H", "H", "H", "H"],
  "xyz": [[-0.10177, -0.67291, -0.39175], [-4.24373, -1.10454, 0.55136], [-2.79737, -0.56448, 0.73100], [-1.94231, -1.16470, -0.07060], [-2.89019, 0.98982, 0.52942], [-1.77201, 1.67597, 0.73309], [-3.81477, 1.55640, 1.36157], [-3.31273, 1.29389, -0.71056], [-2.43546, -0.79008, 2.24183], [-2.21569, -2.09259, 2.48291], [-3.43266, -0.45035, 3.11113], [-1.36181, -0.13349, 2.67639], [-4.56015, -0.89849, -0.46796], [-4.93051, -0.63890, 1.25374], [-4.22600, -2.18078, 0.70654], [1.62702, -0.08648, -0.81436], [2.67516, 0.43566, -1.14764], [3.81579, 1.12506, -1.64664], [3.83674, 1.29886, -3.06341], [4.32567, 2.47056, -3.69098], [4.17214, 2.68882, -5.03754], [3.54470, 1.75040, -5.84968], [3.09204, 0.56848, -5.26964], [3.22386, 0.34825, -3.92183], [4.73878, 1.70346, -0.74927], [6.03118, 2.15771, -1.13145], [6.88741, 2.74900, -0.23715], [6.54245, 2.89333, 1.10283], [5.31797, 2.37704, 1.52421], [4.45064, 1.79227, 0.64100], [4.76231, 3.24961, -3.08085], [4.52098, 3.62020, -5.47965], [3.39310, 1.94315, -6.90557], [2.62356, -0.17922, -5.90698], [2.84552, -0.56720, -3.48518], [6.35354, 2.02074, -2.15564], [7.85837, 3.10590, -0.57669], [7.21401, 3.37453, 1.80630], [5.05459, 2.45270, 2.57644], [3.49934, 1.40752, 0.98190]],
  "forces_ev_per_angstrom": [[0.1, 0.1, 0.0], [0.2, 0.2, 0.1], [-0.7, 0.4, 0.7], [0.8, -0.1, -0.5], [-0.4, 0.2, 0.0], [0.4, -0.2, 0.0], [-0.1, 0.0, 0.1], [0.0, -0.2, -0.2], [-0.3, -0.2, 0.4], [0.1, -0.3, -0.2], [-0.2, 0.1, -0.1], [0.4, 0.2, -0.2], [0.0, 0.0, -0.1], [-0.1, 0.0, 0.0], [0.1, 0.0, 0.0], [-1.0, -0.6, 0.4], [0.4, 0.2, -0.1], [-0.2, -0.3, 0.1], [0.0, 0.1, -0.4], [0.1, -0.1, 0.3], [0.0, 0.1, -0.5], [0.0, 0.1, -0.3], [-0.1, 0.1, -0.4], [0.1, -0.1, 0.3], [0.2, 0.0, 0.1], [-0.1, 0.0, -0.3], [0.3, 0.2, 0.2], [0.3, 0.2, 0.3], [0.3, 0.2, 0.3], [-0.3, -0.1, -0.1], [0.0, 0.0, 0.0], [0.0, 0.0, 0.1], [0.1, 0.0, 0.0], [0.0, 0.0, 0.1], [-0.1, 0.1, 0.1], [0.0, 0.0, 0.0], [0.0, -0.1, 0.0], [0.0, 0.0, 0.0], [-0.1, 0.0, 0.0], [-0.1, -0.1, 0.0]]
}

---

No. 3
{
  "formula": "C19H13N4PtS",
  "method": "ωB97M-V with the def2-TZVPD basis set",
  "multiplicity": 3,
  "mol_weight_g_mol": 524.49,
  "gap_ev": [2.60, 6.35],
  "total_charge": -1,
  "e_tot_ha": -1468.26270,
  "e_lumo_ev": [1.91, 2.09],
  "elements": ["Pt", "C", "C", "N", "C", "C", "C", "C", "C", "C", "C", "N", "C", "C", "C", "C", "C", "C", "C", "C", "N", "C", "H", "H", "H", "H", "H", "H", "H", "H", "H", "H", "H", "H", "S", "C", "N", "H"],
  "xyz": [[0.00000, 0.00000, 0.00000], [4.31530, -0.41510, 0.00000], [2.86320, -0.74380, 0.00000], [2.01310, 0.05570, 0.00000], [2.36450, 1.58710, 0.00000], [3.71410, 1.95540, 0.00000], [4.72260, 0.87020, 0.00000], [4.06130, 3.30950, 0.00000], [3.05530, 4.28370, 0.00000], [1.69930, 3.92010, 0.00000], [1.33160, 2.55790, 0.00000], [0.00000, 2.01420, 0.00000], [-1.33250, 2.55800, 0.00000], [-1.69990, 3.91970, 0.00000], [-3.05630, 4.28330, 0.00000], [-4.06190, 3.30870, 0.00000], [-3.71480, 1.95510, 0.00000], [-4.72270, 0.86920, 0.00000], [-4.31540, -0.41580, 0.00000], [-2.86290, -0.74450, 0.00000], [-2.01350, 0.05570, 0.00000], [-2.36440, 1.58620, 0.00000], [5.04690, -1.21710, 0.00000], [2.52730, -1.76870, 0.00000], [5.78270, 1.10550, 0.00000], [5.10110, 3.61120, 0.00000], [3.32820, 5.33180, 0.00000], [1.00050, 4.72300, 0.00000], [-1.00140, 4.72290, 0.00000], [-3.32920, 5.33120, 0.00000], [-5.10180, 3.61040, 0.00000], [-5.78300, 1.10450, 0.00000], [-5.04660, -1.21810, 0.00000], [-2.52710, -1.76910, 0.00000], [-0.00100, 0.00140, 4.92450], [-0.00040, 0.00060, 3.16410], [0.00000, 0.00000, 2.00410], [0.00000, -1.71780, 0.00000]],
  "forces_ev_per_angstrom": [[0.0, -3.7, -0.7], [-1.6, -1.3, 0.0], [9.9, -7.3, 0.1], [-7.7, 12.7, -0.5], [-0.2, -2.2, 0.0], [1.1, -1.5, 0.0], [-1.2, 1.5, 0.0], [-0.3, 1.0, 0.0], [-0.4, -1.1, 0.0], [1.4, 0.3, 0.0], [-2.6, -1.2, 0.0], [0.0, 1.4, -0.5], [2.6, -1.2, 0.0], [-1.5, 0.3, 0.0], [0.4, -1.1, 0.0], [0.3, 1.0, 0.0], [-1.0, -1.5, 0.0], [1.2, 1.5, 0.0], [1.6, -1.3, 0.0], [-9.9, -7.3, 0.1], [7.7, 12.7, -0.5], [0.1, -2.2, 0.0], [-0.3, 0.0, 0.0], [0.4, -0.5, 0.0], [-0.2, 0.2, 0.0], [0.0, -0.1, 0.0], [-0.1, 0.0, 0.0], [-0.6, 0.1, 0.0], [0.6, 0.1, 0.0], [0.1, 0.0, 0.0], [0.0, -0.1, 0.0], [0.2, 0.2, 0.0], [0.3, 0.0, 0.0], [-0.3, -0.5, 0.0], [0.0, 0.0, -3.0], [0.0, 0.0, 2.9], [0.0, -0.2, 2.1], [0.0, 1.5, -0.3]]
}

---

No. 4
{
  "formula": "C19H14Br2Cl2NO6Sn",
  "method": "ωB97M-V with the def2-TZVPD basis set",
  "mol_weight_g_mol": 701.75,
  "gap_ev": 6.59,
  "total_charge": -1,
  "e_tot_ha": -7521.19979,
  "e_lumo_ev": 2.19,
  "e_above_lowest_kj_mol": 97.8,
  "elements": ["Sn", "O", "Cl", "O", "O", "O", "Cl", "C", "C", "C", "C", "C", "C", "C", "H", "H", "H", "H", "H", "H", "Br", "C", "C", "C", "C", "C", "N", "H", "H", "H", "H", "Br", "C", "C", "C", "C", "C", "C", "C", "O", "O", "H", "H", "H", "H"],
  "xyz": [[-1.19556, 2.31075, 0.59116], [-2.97822, 4.67177, 0.53141], [-2.63422, 4.55986, -0.86272], [-3.39458, 5.46209, -1.65309], [-1.22748, 4.79561, -1.01893], [-2.90075, 3.19056, -1.27124], [-4.27369, -3.72369, 4.23427], [-3.74333, -2.51422, 3.09238], [-2.87429, -2.85807, 2.07169], [-2.49664, -1.89912, 1.14773], [-2.95823, -0.57697, 1.21386], [-2.61680, 0.42325, 0.20135], [-3.80021, -0.26211, 2.29349], [-4.19575, -1.21072, 3.21860], [-2.51494, -3.87576, 1.99321], [-1.83384, -2.18682, 0.34079], [-3.48027, 1.04139, -0.05696], [-2.22709, -0.02875, -0.71005], [-4.15216, 0.75886, 2.39224], [-4.86603, -0.94866, 4.02669], [0.85024, -0.86703, 1.62745], [0.68141, -1.84466, -0.00098], [1.08827, -3.17287, -0.04232], [0.92878, -3.84650, -1.24143], [0.41048, -3.17625, -2.33960], [0.02393, -1.85618, -2.17212], [0.14835, -1.21646, -1.01449], [1.49725, -3.65223, 0.83484], [1.20871, -4.88957, -1.31388], [0.29593, -3.66778, -3.29558], [-0.41557, -1.27041, -2.97219], [4.84531, -0.73586, -3.12260], [4.53171, 0.59695, -1.79574], [5.61618, 1.25013, -1.23705], [5.38902, 2.20944, -0.25885], [4.09790, 2.48990, 0.15788], [3.02263, 1.82957, -0.42244], [3.23440, 0.87607, -1.41070], [1.62112, 2.10572, 0.06537], [1.47908, 2.51246, 1.23119], [0.67634, 1.85230, -0.74696], [6.62265, 1.02386, -1.56109], [6.23267, 2.72638, 0.18048], [3.89175, 3.21689, 0.93130], [2.38557, 0.37690, -1.85637]],
  "forces_ev_per_angstrom": [[0.1, -0.8, 0.0], [-0.3, 0.2, 0.2], [-0.1, 0.8, 0.2], [-0.3, 0.2, -0.3], [0.5, 0.1, -0.1], [0.2, -1.0, 0.0], [0.0, -0.1, 0.1], [0.1, 0.2, 0.0], [-0.1, 0.0, 0.0], [0.0, 0.0, 0.0], [0.0, -0.1, 0.3], [0.5, 0.6, -0.5], [0.1, 0.1, -0.1], [0.0, -0.1, 0.0], [0.0, 0.0, 0.0], [-0.1, 0.0, 0.0], [0.0, 0.0, 0.0], [0.0, 0.0, 0.0], [-0.1, 0.0, 0.0], [0.0, 0.0, 0.0], [0.1, -0.1, -0.2], [0.0, -0.2, 0.1], [0.0, 0.0, 0.1], [0.1, 0.0, 0.1], [-0.1, 0.1, -0.1], [0.0, -0.1, 0.0], [0.1, 0.4, 0.1], [0.0, 0.0, 0.0], [0.0, 0.0, 0.0], [0.0, 0.0, 0.0], [0.0, -0.1, -0.1], [0.0, 0.0, 0.0], [0.1, -0.1, 0.0], [0.0, 0.1, 0.0], [0.0, 0.0, 0.0], [0.0, 0.0, 0.0], [0.0, 0.0, -0.1], [0.0, 0.1, 0.0], [0.2, 0.1, 0.5], [0.0, -0.1, -0.3], [-0.9, 0.0, 0.2], [0.0, 0.0, 0.0], [0.0, 0.0, 0.0], [0.0, 0.0, 0.0], [0.0, 0.0, 0.0]]
}